56
Properties=species:S:1:pos:R:3:forces:R:3:lowdin_charge:R:1 method="wB97M-V/def2-TZVPD" orbital_gap_ev=10.09 lumo_ha=-0.099 total_charge=+1
C 3.64325 0.75582 0.68794 -0.7 -0.2 0.3 -0.110
C 2.62513 1.55184 -0.14622 1.0 0.2 -0.4 -0.696
Br 3.47415 3.25638 -0.65384 -0.2 -0.1 0.1 0.728
C 2.11085 0.71670 -1.36189 -0.3 0.0 0.8 -0.623
Br 2.43436 1.43505 -3.13312 -0.1 -0.1 0.1 0.810
C 0.62208 0.28398 -1.18794 0.8 0.2 -1.2 -0.465
C 0.37147 -0.83116 -2.21206 -0.7 -0.2 0.0 -0.197
N -0.89319 -1.54987 -1.98443 0.1 0.0 0.1 0.039
C -0.35624 1.43226 -1.46025 -0.8 -0.5 0.0 -0.025
N -0.77402 2.10711 -0.19755 0.3 0.0 0.1 -0.017
C -1.51514 3.37226 -0.46743 0.3 1.0 -0.3 0.021
B -0.46648 4.56171 -0.68406 0.1 0.6 -0.2 -0.646
O 0.55808 4.63755 0.19733 0.1 -0.7 -0.3 0.166
O -0.56554 5.48544 -1.69603 -0.2 -0.1 0.7 0.190
C -1.38788 1.16321 0.80985 0.0 0.0 1.0 -0.245
C -2.90849 1.08685 0.81875 0.3 -1.2 -1.4 -0.068
C -3.46100 0.42703 -0.43286 -1.2 0.8 1.4 -0.349
C -4.84841 0.80242 -0.78799 1.4 0.7 -1.8 0.021
O -3.62638 1.23368 -1.54632 0.4 -0.7 -1.0 -0.083
C -0.71630 -0.22986 0.71956 -0.1 0.0 0.7 -0.632
Br -0.43929 -0.82878 2.56259 -0.1 0.0 -0.2 0.865
O 0.55665 -0.19022 0.15358 -0.1 0.2 -0.1 -0.108
H 4.03227 -0.10406 0.14913 0.3 0.1 -0.1 0.085
H 4.44630 1.38080 1.05772 0.1 0.0 0.0 0.060
H 3.10671 0.35344 1.54920 0.1 -0.1 0.1 0.083
H 1.83309 1.85209 0.52994 -0.1 0.1 -0.2 0.062
H 2.67454 -0.20941 -1.34350 0.1 0.0 -0.1 0.083
H 1.19672 -1.53741 -2.14558 0.0 -0.1 0.1 0.134
H 0.38068 -0.42111 -3.22260 0.3 0.3 0.0 0.100
H -1.69083 -0.93424 -2.10719 0.0 0.1 -0.2 0.052
H -0.98902 -2.22688 -2.73288 0.0 -0.2 0.1 0.093
H 0.03024 2.17267 -2.15590 0.3 0.0 0.1 0.120
H -1.25560 1.02531 -1.92095 -0.2 0.2 0.1 0.131
H 0.10587 2.41168 0.22912 -0.1 0.0 0.1 0.141
H -2.11826 3.28783 -1.36570 -0.3 -0.5 0.2 0.133
H -2.13061 3.66481 0.38028 -0.1 -0.3 0.1 0.139
H 1.24261 5.23884 -0.12321 0.2 0.1 0.3 0.106
H -1.45171 5.86032 -1.73845 -0.1 0.0 -0.6 0.122
H -1.07918 1.55192 1.77969 0.0 0.4 -0.1 0.126
H -3.40950 2.04348 0.89834 0.1 0.1 0.4 0.123
H -3.21058 0.38944 1.60095 0.1 0.4 0.5 0.141
H -3.19098 -0.60801 -0.61608 0.0 -0.1 0.0 0.135
H -5.21065 1.80660 -0.62458 -1.0 -0.5 1.3 0.127
H -5.42546 0.07287 -1.33648 -0.3 0.1 0.1 0.117
H -1.35432 -0.99480 0.29446 0.1 0.0 -0.3 0.077
C 1.66101 -4.02480 2.19399 0.1 0.1 -0.4 -0.188
C 0.65522 -5.12139 1.91376 -0.2 0.0 0.4 -0.169
O 1.45489 -6.29152 1.72423 0.2 0.2 -0.2 -0.185
S 2.76128 -6.21521 2.65543 -0.2 0.2 -0.1 0.606
O 2.52866 -6.94496 3.84407 0.1 -0.1 0.1 -0.205
O 3.89730 -6.44001 1.84392 0.1 -0.1 -0.1 -0.208
O 2.66089 -4.64840 3.00160 -0.2 -0.2 0.1 -0.186
H 2.13213 -3.67158 1.27269 0.0 0.0 0.0 0.132
H 1.22476 -3.18149 2.72200 0.1 -0.1 0.2 0.068
H 0.05827 -4.92898 1.02627 0.1 -0.2 -0.1 0.133
H -0.00440 -5.28728 2.76868 0.0 0.0 0.0 0.136

---

54
Properties=species:S:1:pos:R:3:forces:R:3:lowdin_charge:R:1 method="wB97M-V/def2-TZVPD" orbital_gap_ev=9.97 lumo_ha=0.017 total_charge=0
C 5.36998 -1.05139 1.24251 0.0 0.2 0.1 -0.042
C 4.13523 -0.40922 1.85182 0.2 0.2 0.2 -0.411
O 2.98536 -1.23841 1.72349 0.1 0.0 0.3 -0.070
C 3.89330 1.01288 1.29000 0.2 -0.5 -0.2 -0.083
C 2.57769 1.30646 0.56741 0.1 0.5 -0.1 -0.340
C 2.63427 0.81752 -0.90172 -0.2 0.4 -0.2 -0.276
C 1.49728 1.23685 -1.82947 -0.2 -0.4 0.2 -0.001
F 2.78240 -0.56282 -0.94734 0.1 -0.2 0.0 0.004
O 2.63078 2.76269 0.37000 0.2 -0.1 -0.2 -0.154
S 1.37084 3.55306 0.88356 -0.1 0.1 0.0 0.562
O 0.80959 4.33555 -0.15636 0.0 0.0 -0.1 -0.209
O 1.67729 4.16199 2.12701 0.0 -0.1 0.2 -0.222
O 0.46008 2.27029 1.06883 -0.1 0.0 0.1 -0.209
C 1.24007 1.07651 1.35442 0.0 -0.1 0.2 -0.616
S 1.50448 1.11720 3.17661 -0.1 0.2 0.1 0.926
C 0.39782 -0.08125 0.83383 -0.4 0.0 0.1 -0.144
C -0.80070 -0.52200 1.68628 -0.1 -0.2 -0.2 -0.161
C -2.13258 -0.04094 1.13019 -0.2 -0.1 0.2 -0.239
O -2.24868 -0.33636 -0.26265 0.0 0.0 0.1 -0.114
H 5.20628 -1.30007 0.19323 0.0 -0.1 0.0 0.087
H 6.19666 -0.34293 1.29729 0.1 0.0 0.0 0.088
H 5.66709 -1.93104 1.81213 -0.1 -0.2 -0.1 0.085
H 4.32663 -0.30287 2.92274 -0.1 0.0 0.0 0.132
H 3.22932 -2.01487 1.22101 0.0 -0.2 -0.2 0.095
H 4.03421 1.73954 2.08475 -0.2 0.1 0.0 0.117
H 4.66668 1.22480 0.54885 0.0 0.0 0.0 0.123
H 3.56753 1.23145 -1.28195 0.1 0.0 0.0 0.150
H 0.91733 0.34660 -2.07506 0.0 0.0 -0.1 0.091
H 1.87676 1.64952 -2.75835 0.0 0.1 0.0 0.092
H 0.81261 1.93975 -1.36745 0.1 0.2 -0.1 0.062
H 1.57819 -0.20530 3.35462 0.0 -0.1 -0.2 -0.089
H 1.02674 -0.92861 0.59514 0.1 0.1 0.2 0.111
H -0.00913 0.26687 -0.11339 0.1 -0.1 -0.1 0.098
H -0.73829 -0.19351 2.72054 0.1 0.1 0.1 0.084
H -0.82369 -1.61362 1.71343 0.0 0.0 0.0 0.117
H -2.28310 1.02320 1.32360 0.1 0.1 -0.1 0.129
H -2.94037 -0.57207 1.63515 0.0 0.1 0.1 0.064
H -2.30879 0.48643 -0.74995 0.0 0.1 -0.2 0.000
Cl -2.22189 1.77500 -2.87026 0.1 0.1 0.0 0.603
C -3.57952 1.38419 -3.95924 -0.1 0.0 0.0 -0.633
C -3.98884 -0.06188 -3.84890 -0.1 0.0 0.0 -0.657
Cl -2.73939 -1.16420 -4.48138 0.0 0.0 0.0 0.541
H -3.27184 1.63942 -4.96940 0.1 0.0 0.0 0.069
H -4.41301 2.02166 -3.67056 0.0 0.0 0.0 0.077
H -4.89135 -0.22935 -4.43364 0.0 0.0 0.0 0.076
H -4.18206 -0.33877 -2.81509 0.0 0.0 0.0 0.052
Cl -6.06394 -2.07727 -0.50772 0.0 0.0 0.0 0.534
C -4.41783 -2.74320 -0.32108 0.1 0.0 0.0 -0.658
C -4.29466 -3.63776 0.88573 0.0 -0.1 -0.1 -0.644
Cl -4.43182 -2.73207 2.41780 -0.1 -0.1 0.0 0.557
H -3.72304 -1.90776 -0.26677 -0.1 0.0 0.0 0.029
H -4.20412 -3.32053 -1.21932 0.0 0.0 0.0 0.077
H -3.31072 -4.10352 0.87993 0.0 0.0 0.0 0.073
H -5.05308 -4.41586 0.89514 0.0 0.0 0.0 0.066

---

54
Properties=species:S:1:pos:R:3:forces:R:3:lowdin_charge:R:1 method="wB97M-V/def2-TZVPD" orbital_gap_ev=5.89 lumo_ha=0.068 total_charge=-1
C -0.30632 -1.54940 2.49561 -0.1 0.2 -0.1 -0.147
C -1.09605 -2.65596 1.79965 0.6 -0.1 0.2 -0.150
C -1.40972 -2.45153 0.31991 -0.5 0.3 0.6 -0.252
F -0.45005 -3.13307 -0.46650 0.0 0.0 -0.2 -0.046
C -1.46134 -1.05091 -0.25266 0.1 0.0 -0.9 -0.184
C -2.66082 -0.11294 0.04242 -0.3 -0.8 0.3 -0.160
C -3.23367 -0.16522 1.49218 0.3 0.5 0.4 -0.645
O -4.01404 -1.10997 1.67682 0.3 0.3 0.1 -0.003
O -2.80330 0.74775 2.25717 -0.4 -0.5 -0.4 -0.038
N -2.08695 1.21177 -0.22468 0.0 -0.4 -0.7 -0.108
P -2.14295 2.07530 -1.73732 0.1 0.3 0.4 0.839
O -3.24725 1.18148 -2.56379 0.0 -0.1 0.1 -0.258
O -3.14682 3.30092 -1.40645 0.0 0.0 -0.3 -0.245
C -0.80094 1.02878 0.25002 0.1 0.4 0.5 -0.404
N -0.28190 1.91011 1.04894 0.2 0.2 -0.3 -0.049
O -1.06933 3.00172 1.32858 0.3 0.2 0.3 0.053
C 0.96459 1.78422 1.79703 0.0 -0.2 0.0 -0.076
C 2.21500 2.40783 1.14585 -0.3 0.1 0.0 -0.150
C 1.96873 3.29665 -0.05001 0.1 -0.1 0.0 -0.224
F 1.52203 4.54598 0.36773 -0.1 0.2 0.0 -0.057
N -0.26551 -0.18877 -0.02240 -0.7 -0.6 -0.2 -0.129
P 1.24789 -0.30615 -0.84026 0.8 1.1 0.3 1.054
C 0.87222 -0.69360 -2.60392 0.0 -0.5 0.1 -0.395
C 1.65420 0.26506 -3.50216 -0.3 0.0 0.0 -0.175
C 2.13922 -1.72243 -0.09647 0.1 -0.4 -0.1 -0.386
C 2.94846 -2.53064 -1.11420 0.1 0.0 0.3 -0.151
H 0.67809 -1.43812 2.04566 0.0 0.0 0.1 0.021
H -0.81567 -0.58610 2.44229 -0.1 -0.1 0.1 0.057
H -0.08137 -1.74204 3.54388 -0.2 -0.3 -0.1 -0.046
H -0.47914 -3.55867 1.83559 -0.1 -0.1 0.0 0.116
H -2.00110 -2.89175 2.35447 -0.2 0.2 -0.1 0.112
H -2.37632 -2.88994 0.06680 0.0 -0.2 0.1 0.150
H -1.54029 -1.22687 -1.33729 0.3 -0.1 0.0 0.122
H -3.44799 -0.42520 -0.63709 -0.2 0.5 -0.1 0.140
H -2.89413 0.33169 -2.84813 0.0 0.0 -0.1 0.048
H -4.02535 3.17456 -1.78363 -0.2 -0.1 0.2 0.058
H -1.80556 2.60893 1.85153 -0.2 -0.3 -0.1 0.122
H 1.09685 0.71484 1.96536 0.1 0.0 0.1 0.108
H 0.75975 2.22943 2.76491 -0.1 0.0 0.0 0.144
H 2.70903 3.02393 1.89611 0.2 -0.1 0.0 0.119
H 2.88503 1.61072 0.83631 0.1 0.0 0.0 0.088
H 2.90154 3.45141 -0.59147 0.1 0.0 -0.1 0.114
H 1.22775 2.89369 -0.73971 0.0 0.0 0.0 0.084
H -0.19661 -0.62642 -2.81301 0.0 0.1 0.1 0.057
H 1.16819 -1.72098 -2.81231 -0.2 0.0 -0.1 0.060
H 1.46212 0.04675 -4.55362 0.1 -0.1 0.0 0.066
H 1.34204 1.29392 -3.32151 0.1 0.1 0.1 0.054
H 2.72430 0.19184 -3.31502 0.1 0.0 0.0 0.059
H 1.49643 -2.39336 0.46561 -0.1 0.1 -0.1 0.059
H 2.82908 -1.28093 0.62372 -0.1 0.1 0.1 0.076
H 3.62200 -1.89822 -1.69575 -0.1 0.0 -0.2 0.066
H 3.56888 -3.24144 -0.57004 0.1 0.0 0.0 0.075
H 2.30099 -3.10506 -1.77241 0.0 0.0 -0.1 0.059
Cl 1.83610 -1.63360 4.95768 0.3 0.1 0.1 -0.703

---

47
Properties=species:S:1:pos:R:3:forces:R:3:lowdin_charge:R:1 method="wB97M-V/def2-TZVPD" orbital_gap_ev=8.63 lumo_ha=-0.250 total_charge=+2 e_above_lowest_kcal_mol=0.00
C 1.94340 -2.36867 2.03817 0.4 0.4 0.5 -0.015
C 0.48026 -1.96542 1.90466 0.5 -0.2 -0.5 -0.282
C -0.61739 -2.91084 2.33097 -2.0 0.8 -1.0 0.081
N -1.83659 -2.46376 2.48941 1.4 -0.9 -1.3 -0.004
C -2.82929 -3.55235 2.23094 -0.3 -0.8 0.7 -0.080
C -4.25684 -3.07347 2.03739 -0.3 0.2 0.2 -0.164
O -4.55834 -1.91425 2.80975 1.0 -0.1 -0.6 -0.100
C -3.76379 -0.80666 2.38470 -0.9 -0.4 -0.1 -0.162
C -2.25163 -1.03078 2.56998 0.2 0.7 1.0 -0.056
H 2.45414 -1.40029 1.98843 0.4 -0.5 -0.5 0.081
H 2.20472 -2.71431 3.04796 -0.4 -0.1 -0.1 0.101
H 2.36107 -3.11276 1.32262 -0.7 0.7 0.3 0.113
H 0.40103 -0.87890 2.22332 -0.5 -1.5 -0.3 0.159
H -0.63545 -3.98274 1.96195 0.9 1.2 1.1 0.186
H -2.52208 -4.11292 1.31712 -0.1 0.4 0.8 0.148
H -2.75577 -4.21591 3.12424 -0.2 0.4 -0.7 0.158
H -4.43893 -2.90702 0.96059 -0.2 0.1 0.4 0.139
H -4.88975 -3.88190 2.42376 -0.1 0.3 -0.4 0.147
H -3.99011 -0.52702 1.33328 0.1 -0.4 0.4 0.137
H -4.11083 0.01275 3.02134 0.4 0.0 -0.2 0.142
H -1.99036 -0.69044 3.59472 0.0 -0.2 -0.6 0.154
H -1.72640 -0.37602 1.83280 -0.1 -0.9 0.5 0.135
Cl 1.33657 5.23252 -3.47301 0.1 -0.5 0.1 0.703
C 1.99342 3.61497 -3.74581 0.2 -0.2 0.1 -0.498
N 1.69788 2.63293 -2.63363 -0.7 -0.1 1.3 -0.255
C 2.30627 3.10019 -1.26470 -0.1 0.7 -2.0 -0.060
C 2.01237 2.08290 -0.20496 -0.4 -0.6 0.5 -0.154
N 1.26111 0.95989 -0.75550 -0.4 -0.7 -0.4 -0.148
F 0.08061 -2.08561 0.52521 0.6 0.7 0.3 -0.030
C 2.00992 0.28678 -1.84301 -0.4 0.2 0.6 -0.124
C 2.30771 1.27660 -2.97574 -0.1 0.8 -0.6 -0.064
C -0.03462 1.40178 -1.32439 0.4 -0.6 0.9 -0.146
C 0.15977 2.40265 -2.43221 1.3 1.1 -1.2 -0.058
H 1.56136 3.21479 -4.66830 0.1 0.0 0.2 0.106
H 3.08623 3.68972 -3.83013 -0.4 0.0 0.0 0.109
H 3.37492 3.17130 -1.46677 0.0 0.3 0.0 0.140
H 1.86861 4.08171 -1.06543 0.3 -0.1 -0.1 0.116
H 2.95756 1.72371 0.21077 -0.2 -0.1 0.1 0.135
H 1.42675 2.53765 0.60313 0.1 -0.2 -0.1 0.136
H 2.95172 -0.11505 -1.46419 -0.2 -0.1 0.1 0.132
H 1.38483 -0.53120 -2.22731 0.3 0.2 0.2 0.132
H 1.83160 0.97155 -3.92092 0.5 0.1 0.2 0.145
H 3.38460 1.45614 -3.09725 -0.3 -0.1 -0.2 0.144
H -0.53992 0.51875 -1.72703 0.0 0.1 0.3 0.130
H -0.64751 1.83930 -0.53281 0.1 -0.1 0.0 0.129
H -0.26896 3.39363 -2.23485 0.1 -0.4 -0.1 0.119
H -0.17385 2.01608 -3.39926 -0.1 0.3 0.1 0.140

---

50
Properties=species:S:1:pos:R:3:forces:R:3:lowdin_charge:R:1 method="wB97M-V/def2-TZVPD" s2=6.0225 spin_multiplicity=5 orbital_gap_ev="3.85 / 6.57" lumo_ha="-0.267 / -0.286" total_charge=+2 e_above_lowest_kcal_mol=0.00
C -0.85710 -0.09536 -3.37086 1.2 -0.1 0.6 -0.073
C -1.42062 -0.47647 -2.00104 2.4 9.9 -2.9 -0.988
H -0.89691 0.99613 -3.44963 -0.5 -0.4 0.0 0.109
H -1.04395 -0.56246 -4.32219 -0.4 -0.7 0.0 0.097
H 0.20598 -0.31116 -3.10002 -0.4 0.1 -0.7 0.020
O -1.56545 0.58168 -1.34165 -0.1 -3.6 -0.4 -0.079
I -1.30069 -2.23182 -1.22422 2.6 -4.6 1.3 1.517
Ir 2.55345 0.80658 0.77980 -0.5 1.8 -0.7 1.172
P 3.05356 -1.02384 -0.55671 0.5 -3.0 -2.2 0.716
C 4.15815 -0.38232 0.79753 2.4 -2.3 0.5 -0.480
C 3.27811 -2.94557 -0.43945 -0.7 -0.3 0.2 -0.281
H 4.26384 -3.41940 -0.32324 0.1 1.0 0.1 0.057
H 4.65980 -0.23710 -2.41652 -0.1 0.0 0.4 0.054
H 2.78414 -3.48137 -1.28241 0.7 0.9 0.6 -0.042
H 3.31528 -1.11875 -3.12813 0.1 -0.2 0.9 0.012
H 3.84452 -0.67969 1.82325 0.5 -0.6 -0.2 0.062
H 2.67110 -3.25108 0.42616 0.2 0.2 0.0 0.035
C 3.59903 -0.47082 -2.28186 -0.1 0.5 0.3 -0.283
H 5.18426 -0.69641 0.63500 0.2 0.5 -0.1 0.088
H 3.00289 0.44548 -2.41639 0.4 -0.1 -0.1 0.025
H 4.18959 0.78778 0.64406 2.6 0.6 -0.2 -0.032
P -3.45635 -1.33275 -0.95874 -1.8 -1.5 0.6 0.656
C -3.41238 -0.15967 0.46018 -0.8 0.1 -0.2 -0.167
C -3.95297 -1.03802 -2.71793 0.0 1.4 0.0 -0.180
H -4.10192 -3.60274 -1.55918 -0.3 0.7 0.4 0.078
H -5.45485 -2.46265 -1.06934 0.4 -0.9 0.4 0.073
H -4.46104 -3.34742 0.19926 0.0 0.5 -0.6 0.083
C -4.44796 -2.86003 -0.80065 -0.6 0.2 0.7 -0.236
H -3.39557 -1.67434 -3.42023 0.1 0.1 0.5 0.083
H -4.97574 -1.38384 -2.75798 -0.4 0.2 -0.1 0.057
H -4.42862 0.24852 0.41144 0.1 0.2 0.6 0.073
H -2.66414 0.63223 0.30281 -0.6 -0.5 -0.1 0.050
H -3.87576 0.01182 -3.05727 -0.1 -0.5 0.3 0.095
H -3.18511 -0.64183 1.43940 -0.5 -0.2 -0.9 0.091
Cl 1.21356 -2.33985 -2.40867 -1.8 -0.1 -0.1 -0.001
N 1.08354 4.61195 4.11914 -0.5 -1.8 -0.5 0.154
C 0.28412 3.47056 4.32922 0.1 1.1 -0.4 -0.454
O -0.34882 3.25270 5.34927 0.8 0.1 -1.1 0.088
C 0.20903 2.57134 3.11082 0.9 1.1 -1.5 -0.130
C 0.65479 2.98436 1.84725 0.5 1.0 1.4 -0.018
C 0.91007 2.07106 0.76954 -1.5 1.7 0.4 -0.399
N 0.69504 0.73912 1.13468 -4.0 -1.8 0.6 -0.253
C 0.00037 0.33658 2.23983 -0.6 1.5 0.7 -0.134
C -0.27288 1.24899 3.24257 0.0 -1.2 -0.5 -0.002
H 1.21812 5.13071 4.95670 0.3 0.6 0.4 0.102
H 1.84548 4.58269 3.42391 -0.8 0.1 1.0 0.105
H 0.92496 4.04808 1.69126 -0.4 -0.7 0.0 0.127
H 0.72205 2.40737 -0.27913 0.0 -0.5 0.7 0.118
H -0.28519 -0.69295 2.36854 0.3 -0.4 -0.2 0.107
H -0.72077 0.95397 4.18182 -0.1 -0.1 -0.1 0.126

---

45
Properties=species:S:1:pos:R:3:forces:R:3:lowdin_charge:R:1 method="wB97M-V/def2-TZVPD" s2=6.0188 spin_multiplicity=5 orbital_gap_ev="8.64 / 7.71" lumo_ha="-0.235 / -0.349" total_charge=+2 e_above_lowest_kcal_mol=67.05
C -1.64428 -0.97590 0.76690 -3.3 -0.4 2.1 -0.146
H -1.88275 -1.14106 1.82686 -0.1 0.2 -0.4 0.117
H -2.55734 -0.67274 0.24360 0.2 0.2 0.3 0.098
H -0.94583 0.51979 1.24504 -2.7 0.2 1.8 0.166
C -1.09960 -2.26533 0.18810 1.3 -0.2 -0.3 -0.286
H -0.64611 -2.11170 -0.80534 -0.2 -0.3 0.0 0.103
H -0.30896 -2.69543 0.80849 -0.2 0.2 0.0 0.117
C -2.27168 -3.22599 0.08821 -0.6 -0.1 -0.2 -0.049
H -1.95010 -4.17663 -0.33765 0.1 0.1 0.0 0.101
H -2.70351 -3.42863 1.07508 0.1 0.1 -0.2 0.103
H -3.03818 -2.79698 -0.56446 -0.1 -0.2 0.1 0.090
C 1.17745 1.21297 -0.65333 0.4 0.5 -1.7 -0.230
C 0.71564 0.20739 -1.57070 0.7 1.1 -0.8 -0.232
C -0.69223 0.39794 -1.75733 -0.3 0.8 -1.0 -0.209
C -1.11458 1.45632 -0.91278 -0.2 1.3 -0.9 -0.241
C 0.02918 1.95101 -0.20775 -0.3 1.3 -0.9 -0.242
C 0.04925 3.07281 0.76190 0.0 0.0 0.6 0.018
C -2.48969 2.01329 -0.82632 -0.3 -0.1 0.3 0.022
C -1.53909 -0.30475 -2.75466 -0.1 -0.6 0.1 0.032
C 1.56868 -0.76592 -2.28864 0.2 -0.5 0.1 0.019
C 2.58270 1.51150 -0.30584 0.4 -0.3 0.5 0.019
Co -0.13003 -0.01743 0.27987 4.2 -3.7 1.2 0.670
H -2.64711 2.51098 0.13469 -0.1 -0.1 -0.2 0.095
H -2.69060 2.75436 -1.61097 0.2 -0.2 0.1 0.123
H -3.23784 1.21964 -0.92270 0.0 0.2 0.0 0.094
H -0.91193 3.16349 1.27725 0.2 0.1 -0.1 0.097
H 0.81729 2.88616 1.51957 -0.1 0.2 -0.1 0.093
H 0.27747 4.04013 0.29746 0.0 -0.2 -0.1 0.127
H 3.21546 0.62902 -0.43710 0.0 0.2 -0.1 0.085
H 2.97577 2.31790 -0.93883 -0.1 -0.2 0.0 0.129
H 2.67635 1.84202 0.73449 0.0 0.0 -0.2 0.094
H 1.01647 -1.68720 -2.49989 0.2 0.2 -0.1 0.094
H 1.93434 -0.34047 -3.23214 -0.1 -0.1 0.1 0.127
H 2.43265 -1.03886 -1.67484 0.0 0.0 -0.2 0.093
H -2.50815 -0.61416 -2.34259 0.1 0.2 -0.1 0.102
H -1.73715 0.35703 -3.60921 0.0 -0.1 0.2 0.129
H -1.04358 -1.20790 -3.12471 -0.1 0.2 -0.1 0.096
N 1.61578 -0.20985 3.64038 -0.5 0.1 -0.5 0.221
C 1.92924 -0.69540 2.42578 1.4 0.1 1.0 -0.557
N 3.23933 -0.92997 2.20869 -0.6 0.3 0.0 0.217
O 1.08023 -0.97126 1.53475 0.1 0.4 0.0 -0.033
H 2.33927 0.00489 4.30973 -0.2 0.0 0.0 0.134
H 0.66605 0.06207 3.85798 0.2 -0.2 0.0 0.134
H 3.49553 -1.19254 1.27607 0.3 -0.2 0.0 0.120
H 3.95620 -0.66461 2.87688 -0.2 -0.2 -0.3 0.143